Below is an isolated molecule of C4H5N, with properties calculated with wB97M-V/def2-TZVPD.

The HOMO energy is -8.42 eV. As for the energy above the lowest of the compared OMol25 structures with the same formula, charge and spin: 3.88 kcal per mole. The SMILES is c1cc[nH]c1.

The geometry in ORCA input format:
```
! RIJCOSX wB97M-V def2-TZVPD def2/J DEFGRID3
* xyz 0 1
C 0.501 -1.004 0.380
C -0.872 -0.803 0.029
C -1.021 0.515 -0.299
N 0.198 1.142 -0.136
C 1.126 0.205 0.267
H 0.976 -1.941 0.643
H -1.655 -1.549 0.024
H -1.905 1.076 -0.574
H 0.506 1.848 -0.785
H 2.147 0.511 0.452
*
```

***

Below is a structure of composition C4H5N at a distorted geometry, with properties calculated with wB97M-V/def2-TZVPD.

The HOMO energy is -9.27 eV. As for the energy above the lowest of the compared OMol25 structures with the same formula, charge and spin: 87.17 kcal per mole.

The geometry in ORCA input format:
```
! RIJCOSX wB97M-V def2-TZVPD def2/J DEFGRID3
* xyz 0 1
N 2.893 -0.240 -0.372
C 1.843 0.017 0.075
C 0.665 0.371 0.797
C -0.843 -0.699 -0.003
C -0.447 0.839 -0.021
H -0.043 -1.280 0.497
H -1.724 -0.874 0.622
H -0.941 -1.075 -1.029
H -1.188 1.451 0.498
H -0.247 1.200 -1.037
*
```

***

Below is a structure of composition C24H44FeNOPS4Se at a distorted geometry, with properties calculated with wB97M-V/def2-TZVPD.

The HOMO energy (spin up / spin down) is -3.76 / -3.89 eV. The expectation value of S² is 8.772.

The geometry in ORCA input format:
```
! RIJCOSX wB97M-V def2-TZVPD def2/J DEFGRID3
* xyz -1 6
Fe -10.137 -2.231 12.573
S -9.305 -1.546 15.132
S -8.809 0.361 14.541
S -7.436 0.179 13.001
S -8.641 -0.725 11.449
O -9.211 -3.976 13.234
C -8.041 -4.398 13.172
C -6.945 -3.714 12.389
C -7.131 -4.054 10.865
C -8.314 -5.045 10.568
C -8.274 -6.512 11.252
C -8.704 -6.524 12.728
N -7.807 -5.693 13.554
H -5.970 -4.056 12.758
H -7.054 -2.624 12.580
H -6.263 -4.450 10.365
H -7.381 -3.075 10.426
H -8.397 -5.128 9.475
H -9.283 -4.561 10.754
H -7.337 -7.023 11.120
H -9.068 -7.031 10.680
H -8.670 -7.557 13.073
H -9.683 -6.145 12.915
H -6.849 -5.933 13.341
Se -11.546 -3.084 10.728
C -16.214 -4.206 12.141
C -14.796 -4.827 12.207
C -14.147 -4.311 13.471
C -14.338 -2.797 13.570
C -14.773 -2.143 12.269
C -15.982 -2.810 11.618
P -12.674 -2.102 14.232
C -12.853 -0.271 14.388
C -12.672 0.465 13.109
C -12.547 1.986 13.255
C -13.336 2.522 14.427
C -14.511 1.636 14.630
C -14.114 0.213 15.085
C -12.488 -2.520 15.984
C -13.750 -2.713 16.895
C -13.324 -3.517 18.141
C -11.949 -3.136 18.609
C -10.964 -3.708 17.587
C -11.582 -3.712 16.160
H -16.680 -4.084 13.172
H -16.856 -4.736 11.498
H -14.148 -4.651 11.351
H -14.914 -5.913 12.212
H -13.004 -4.603 13.446
H -14.570 -4.919 14.277
H -15.129 -2.666 14.323
H -13.998 -2.148 11.521
H -15.020 -1.055 12.362
H -15.631 -2.810 10.583
H -16.890 -2.212 11.570
H -11.954 -0.154 15.049
H -13.476 0.229 12.448
H -11.726 0.153 12.686
H -12.850 2.480 12.310
H -11.459 2.306 13.389
H -13.633 3.511 14.351
H -12.706 2.488 15.364
H -15.136 1.566 13.703
H -15.283 1.930 15.341
H -14.967 -0.398 14.916
H -14.003 0.225 16.158
H -11.985 -1.638 16.404
H -14.630 -3.182 16.395
H -14.109 -1.775 17.244
H -13.441 -4.589 18.052
H -14.075 -3.251 18.912
H -11.815 -3.435 19.622
H -11.887 -2.052 18.622
H -10.766 -4.802 17.819
H -10.065 -3.201 17.535
H -12.181 -4.568 15.891
H -10.710 -3.602 15.473
*
```

***

E_tot per entry: -210.157553, -210.024821, -6670.208807 Ha